Molecular formula: C16H48N2O8
Method: DFT, wB97M-V/def2-TZVPD

Element x y z (Å)
N1 0.193 0.429 -2.019
C1 -0.695 1.072 -2.657
N2 -0.357 1.283 -3.931
O1 -1.855 1.520 -2.192
H1 0.100 0.312 -0.984
H2 1.110 0.238 -2.446
H3 -1.180 1.632 -4.534
H4 0.471 1.034 -4.494
C2 -2.073 -3.342 -3.648
C3 -1.752 -2.146 -2.725
C4 -2.920 -1.639 -1.949
O2 -0.833 -2.236 -1.921
H5 -2.408 -4.216 -3.059
H6 -1.147 -3.637 -4.132
H7 -2.747 -3.168 -4.405
H8 -1.518 -1.291 -3.399
H9 -3.721 -1.361 -2.632
H10 -2.709 -0.718 -1.381
H11 -3.486 -2.208 -1.204
H12 -0.466 -1.340 -1.962
C5 3.520 -3.782 0.862
C6 2.312 -3.908 0.053
C7 1.639 -2.557 0.011
O3 2.429 -4.265 -1.122
H13 3.211 -3.578 1.907
H14 4.135 -3.033 0.439
H15 3.966 -4.804 0.801
H16 1.606 -4.436 0.569
H17 1.869 -2.054 0.920
H18 0.565 -2.670 0.100
H19 1.866 -1.817 -0.812
H20 2.883 -3.592 -1.605
C8 2.999 -0.509 4.158
C9 1.913 0.411 3.542
C10 0.667 0.229 4.449
O4 2.226 1.576 3.632
H21 3.793 -0.575 3.503
H22 2.694 -1.571 4.182
H23 3.313 -0.121 5.129
H24 1.628 0.165 2.497
H25 1.003 0.392 5.476
H26 0.253 -0.798 4.370
H27 -0.193 0.819 4.225
H28 1.688 2.085 3.068
C11 -1.577 4.346 -0.414
C12 -1.611 4.805 -1.850
C13 -1.269 6.279 -2.073
O5 -0.809 4.154 -2.488
H29 -2.079 3.388 -0.355
H30 -1.983 5.100 0.273
H31 -0.648 4.056 0.058
H32 -2.574 4.708 -2.309
H33 -0.316 6.567 -1.663
H34 -1.963 6.991 -1.533
H35 -1.311 6.629 -3.104
H36 -1.233 3.308 -2.422
C14 -1.486 -3.240 2.108
O6 -0.324 -2.534 2.510
H37 -1.684 -3.958 2.839
H38 -1.394 -3.656 1.067
H39 -2.400 -2.658 1.987
H40 0.260 -3.196 2.860
C15 -1.509 0.534 1.162
O7 -0.476 -0.078 0.572
H41 -0.968 1.050 2.015
H42 -2.351 -0.035 1.379
H43 -1.812 1.240 0.424
H44 -0.464 -0.977 0.921
C16 1.415 2.302 0.326
O8 0.905 2.707 1.590
H45 2.483 2.676 0.067
H46 0.770 2.725 -0.403
H47 1.385 1.298 0.123
H48 1.024 3.641 1.636

Computed properties:
SMILES: NC(N)=O.CC(C)O.CC(C)O.CC(C)O.CC(C)O.CO.CO.CO
Relative energy (zero: lowest compared OMol25 entry of this formula, charge and spin) (eV): 8.255
E_LUMO (eV): 0.17
E_HOMO (eV): -8.893